Model one:
# H30O19S

A 16-piece molecular cluster, H30O19S overall (wB97M-V/def2-TZVPD, the OMol25 dataset).

Net charge: -2
Gap between HOMO and LUMO: 9.5099 eV

Last column: Mulliken charge in e.
Positions of all 50 atoms, in Å:
1 S -0.05732 0.15179 0.13062  0.272
2 O -0.98450 -0.99007 0.28331  -0.147
3 O 1.27669 -0.31158 -0.35841  -0.777
4 O -0.57547 1.06077 -0.91404  -0.203
5 O 0.10524 0.85566 1.40957  -0.523
6 O -0.68905 -3.16305 1.80857  -0.765
7 H -0.58511 -3.84265 1.13606  0.261
8 H -0.73397 -2.32744 1.28618  0.322
9 O -2.64601 2.25582 -2.17639  -0.723
10 H -2.17610 2.65487 -2.91401  0.323
11 H -1.94633 1.78260 -1.68642  0.414
12 O 2.40454 -2.27379 -1.86756  -0.666
13 H 2.03125 -1.60401 -1.25602  0.591
14 H 2.99743 -1.77271 -2.43271  0.273
15 O -1.22300 -2.89027 -1.78059  -0.736
16 H -0.54228 -2.61844 -2.40468  0.341
17 H -1.22038 -2.17804 -1.11807  0.407
18 O -3.48689 -0.59692 -0.80793  -0.739
19 H -3.25493 -0.26156 -1.67936  0.313
20 H -2.63519 -0.82846 -0.39518  0.282
21 O 0.85864 -1.13992 3.38905  -0.674
22 H 0.60202 -2.02934 3.11684  0.411
23 H 0.95838 -0.66143 2.54965  0.164
24 O 2.97591 -2.08700 1.21263  -0.659
25 H 2.39967 -1.53374 0.66163  0.329
26 H 2.61014 -2.97003 1.11507  0.302
27 O -1.77648 0.63348 3.28540  -0.714
28 H -1.24679 0.14472 3.92235  0.315
29 H -1.14740 0.78123 2.54889  0.338
30 O 2.43697 1.68275 2.62044  -0.707
31 H 1.63643 1.33207 2.18699  0.335
32 H 2.12947 1.96283 3.48564  0.299
33 O 2.56864 1.14385 -2.19038  -0.532
34 H 2.63338 0.64020 -3.00686  0.287
35 H 2.00163 0.58853 -1.59851  0.229
36 O 1.52206 3.27719 0.00867  -0.721
37 H 2.06965 2.76337 0.61197  0.374
38 H 0.85748 2.65205 -0.31754  0.389
39 O -0.18500 -0.02668 -3.40265  -0.649
40 H 0.75139 -0.16996 -3.55800  0.324
41 H -0.23039 0.33147 -2.48960  0.195
42 O -3.30014 -2.60942 3.19052  -0.679
43 H -2.48082 -2.45900 2.69529  0.339
44 H -3.01174 -2.64151 4.10545  0.277
45 O 0.84264 3.16338 -3.66151  -0.665
46 H 0.80549 2.40647 -3.06231  0.383
47 H 1.06726 2.77836 -4.51170  0.310
48 O -1.56621 3.33993 0.80917  -0.693
49 H -1.12955 3.11713 1.63567  0.312
50 H -1.71134 2.48649 0.38477  0.262

***

Model two:
# H30O19S

H30O19S as an isolated structure (wB97M-V/def2-TZVPD, the OMol25 dataset).

Net charge: -2
Gap between HOMO and LUMO: 8.8085 eV

Last column: Mulliken charge in e.
Positions of all 50 atoms, in Å:
1 S -0.16896 0.02973 0.01674  -0.538
2 O 0.21010 1.41932 -0.22367  -0.476
3 O 0.87836 -0.80263 0.60579  -0.414
4 O -1.31705 -0.08927 0.88280  -0.422
5 O -0.48626 -0.52204 -1.23014  -0.219
6 O -0.41591 3.11718 -1.50669  -0.740
7 H -1.34762 3.05809 -1.76827  0.510
8 H -0.22870 2.31409 -1.16634  0.549
9 O 2.72218 -0.24301 1.60312  -0.947
10 H 2.69033 0.61643 1.13841  0.427
11 H 2.02814 -0.64916 1.11920  0.835
12 O -0.25688 -4.29787 0.77362  -0.734
13 H -0.75442 -3.67773 0.14442  0.411
14 H 0.66828 -3.74950 1.02497  0.370
15 O 2.50038 1.67637 -0.16260  -0.957
16 H 1.59175 1.38400 -0.32013  0.590
17 H 2.97801 1.85800 -1.11483  0.315
18 O -1.42027 0.18718 3.26084  -0.707
19 H -2.22293 0.50394 3.56475  0.272
20 H -1.30535 0.09127 2.38764  0.437
21 O -2.00227 0.90631 -2.86215  -0.553
22 H -2.24276 0.29003 -3.65637  0.388
23 H -1.44733 0.54183 -2.33590  0.147
24 O 3.01104 -1.95689 -0.34039  -0.818
25 H 2.07138 -1.67889 -0.01193  0.446
26 H 3.64230 -1.52304 0.20339  0.340
27 O -3.69577 0.84178 0.71408  -0.761
28 H -2.65239 0.59475 0.73571  0.446
29 H -4.01752 0.59013 1.65318  0.282
30 O -0.32636 2.24913 1.93930  -0.809
31 H -0.28183 1.35815 2.42652  0.451
32 H -0.28663 1.82316 1.05766  0.557
33 O 1.25660 -1.53482 -2.60957  -0.800
34 H 1.96901 -1.34984 -1.95348  0.313
35 H 0.40329 -1.08487 -2.13007  0.516
36 O -1.42314 -2.85279 -1.69495  -0.714
37 H -1.16008 -1.85892 -1.60090  0.308
38 H -2.36066 -2.62612 -1.60325  0.377
39 O -2.97558 -2.07932 1.21814  -0.689
40 H -2.49962 -1.26972 1.28724  0.279
41 H -2.40380 -2.48822 1.89192  0.404
42 O 2.48892 4.35642 0.15890  -0.701
43 H 3.38903 4.29349 0.52183  0.278
44 H 2.38400 3.40183 0.01623  0.463
45 O -0.35588 1.89365 -3.51771  -0.950
46 H -1.00616 1.25928 -3.25748  0.451
47 H -0.43090 2.27884 -2.65523  -0.122
48 O 1.34932 -2.51126 2.49111  -0.680
49 H 2.13035 -2.45936 2.92224  0.261
50 H 1.13027 -1.62909 1.96234  0.325

***

Which structure is the most stable? The one labeled model one.

***

Model one:
# C4H8O2S

One molecule with the formula C4H8O2S (wB97M-V/def2-TZVPD, the OMol25 dataset).

Multiplicity: 3
Net charge: 0
Gap between HOMO and LUMO (alpha / beta): 8.6487 / 7.0043 eV

Last column: Mulliken spin population.
Positions of all 15 atoms, in Å:
1 C -2.27289 0.98671 1.16784  0.871
2 C 1.37605 0.15516 -0.21867  0.059
3 C 1.31492 -1.41026 -0.13300  -0.009
4 C 0.04241 0.78217 -0.67542  0.058
5 O -2.27940 -0.79913 -0.91040  0.039
6 O 0.20325 -1.94402 0.49752  0.763
7 S -1.44113 -0.20439 0.10365  0.146
8 H -3.14533 0.85285 1.65510  0.034
9 H -1.44271 1.40397 1.84125  0.012
10 H 1.65080 0.60069 0.67984  -0.004
11 H 2.08680 0.46559 -0.90001  0.000
12 H 1.46721 -1.65121 -1.17190  0.004
13 H 2.38540 -1.76233 0.19881  0.029
14 H 0.05280 1.79004 -0.37907  -0.008
15 H 0.00182 0.73417 -1.75554  0.005

***

Model two:
# C4H8O2S

A 2-piece molecular cluster, C4H8O2S overall (wB97M-V/def2-TZVPD, the OMol25 dataset).

Multiplicity: 3
Net charge: 0
Gap between HOMO and LUMO (alpha / beta): 8.0838 / 7.8799 eV

Last column: Mulliken spin population.
Positions of all 15 atoms, in Å:
1 C -0.39826 -0.00047 -0.71776  0.974
2 C -0.29164 1.49009 -0.78539  -0.008
3 C 0.29623 -0.17697 2.03726  0.009
4 C 0.83355 -0.86779 0.85478  -0.041
5 O -0.55864 -2.19793 -2.23240  0.218
6 O -1.36428 0.00579 -3.17997  0.248
7 S -0.49922 -0.74677 -2.23949  0.525
8 H -1.08208 1.82943 -0.20204  0.057
9 H 0.58430 2.05265 -0.38444  0.030
10 H -0.56477 1.78289 -1.80869  0.007
11 H 0.60602 0.94528 2.14928  0.000
12 H -0.75535 -0.46004 2.12027  -0.014
13 H 0.70623 -0.82689 2.87497  -0.008
14 H 1.90227 -0.88917 0.68124  0.007
15 H 0.58563 -1.94011 0.83239  -0.005

***

Which structure is the most stable? The one labeled model one.

***

Model one:
# C4H8BrN

A 2-piece molecular cluster, C4H8BrN overall (wB97M-V/def2-TZVPD, the OMol25 dataset).

Net charge: 0
Gap between HOMO and LUMO (alpha / beta): 7.5145 / 6.2783 eV

Last column: Mulliken charge in e.
Positions of all 14 atoms, in Å:
1 C -0.67387 -0.02483 -1.07338  -0.435
2 C -0.71473 -0.71723 1.39877  -1.528
3 C 0.48882 1.37162 0.57082  -1.366
4 C -0.02230 -0.02993 0.22449  1.071
5 N 1.59842 -0.28912 -2.93443  -0.328
6 Br -1.93225 -1.28246 -1.47915  -0.025
7 H -0.11368 -0.62901 2.30026  0.395
8 H -1.67920 -0.24507 1.57664  0.382
9 H -0.87898 -1.77430 1.19640  0.402
10 H -0.34674 2.01503 0.83877  0.364
11 H 0.99802 1.79955 -0.28580  0.392
12 H 1.17720 1.32639 1.41041  0.362
13 H 0.86906 -0.61542 -0.07904  0.139
14 H 1.23022 -0.90522 -3.66474  0.175

***

Model two:
# C4H8BrN

One molecule with the formula C4H8BrN (wB97M-V/def2-TZVPD, the OMol25 dataset).

Structure (SMILES): C[C@H]1CCN1Br
Net charge: 0
Gap between HOMO and LUMO: 9.6941 eV

Last column: Mulliken charge in e.
Positions of all 14 atoms, in Å:
1 C 1.36633 0.58732 -0.87094  -1.369
2 C 0.22884 0.52059 0.12715  0.387
3 C -0.89741 -0.51170 -0.03669  -0.688
4 C -0.86110 -0.72600 1.47623  -0.309
5 N 0.60981 -0.11628 1.39921  -0.364
6 Br 1.18924 0.98938 2.79630  -0.112
7 H 1.70560 -0.41032 -1.13364  0.331
8 H 2.20126 1.12794 -0.42968  0.308
9 H 1.04561 1.11139 -1.76760  0.358
10 H -0.19999 1.52104 0.26915  0.351
11 H -0.56832 -1.38948 -0.58684  0.242
12 H -1.83527 -0.14518 -0.44422  0.309
13 H -1.53497 -0.07467 2.02499  0.281
14 H -0.85910 -1.73394 1.87349  0.274

***

Which structure is the most stable? The one labeled model two.

***

Model one:
# C2H2S

A 2-piece molecular cluster, C2H2S overall (wB97M-V/def2-TZVPD, the OMol25 dataset).

Net charge: 0
Gap between HOMO and LUMO (alpha / beta): 7.0759 / 7.0799 eV

Last column: Mulliken charge in e.
Positions of all 5 atoms, in Å:
1 C 0.39164 -0.46676 -0.11570  -0.109
2 C 1.60781 -0.44473 -0.07222  -0.359
3 S -2.30609 0.01404 0.16392  0.003
4 H -2.33760 1.24143 0.42531  0.166
5 H 2.64425 -0.34398 -0.40130  0.299

***

Model two:
# C2H2S

C2H2S as an isolated structure (wB97M-V/def2-TZVPD, the OMol25 dataset).

Net charge: 0
Gap between HOMO and LUMO: 7.6853 eV

Last column: Mulliken charge in e.
Positions of all 5 atoms, in Å:
1 C -0.11344 -0.54863 -0.02821  -0.050
2 C 0.55318 0.56090 -0.09740  -0.397
3 S -1.72413 0.11685 -0.05694  -0.264
4 H 0.24329 -1.53834 -0.08138  0.355
5 H 1.04109 1.40921 0.26393  0.356

***

Which structure is the most stable? The one labeled model two.

***

Model one:
# C4H5NOS2

One molecule with the formula C4H5NOS2 (wB97M-V/def2-TZVPD, the OMol25 dataset).

Structure (SMILES): C1=NS[C@H]2OCS[C@@H]12
Net charge: 0
Gap between HOMO and LUMO: 9.4754 eV

Last column: Mulliken charge in e.
Positions of all 13 atoms, in Å:
1 C -1.10747 1.47858 -0.11813  -0.035
2 N -2.23343 1.07529 -0.48588  -0.494
3 S -2.11741 -0.85322 -0.34325  -0.076
4 C -0.55169 -0.75432 0.58209  -0.206
5 O 0.52811 -1.59871 0.21102  -0.354
6 C 1.54218 -1.04700 -0.67197  -0.260
7 S 1.47548 0.79230 -0.26196  -0.203
8 C 0.00108 0.83060 0.54260  -0.064
9 H -0.91369 2.49993 -0.25994  0.413
10 H -0.92704 -1.14312 1.56538  0.381
11 H 2.77518 -1.35764 -0.36031  0.280
12 H 1.28813 -1.18832 -1.86077  0.262
13 H 0.24056 1.26565 1.46113  0.356

***

Model two:
# C4H5NOS2

One molecule with the formula C4H5NOS2 (wB97M-V/def2-TZVPD, the OMol25 dataset).

Structure (SMILES): C=CC(=S)NOC=S
Net charge: 0
Gap between HOMO and LUMO: 8.6763 eV

Last column: Mulliken charge in e.
Positions of all 13 atoms, in Å:
1 C 1.38727 0.68158 2.25620  -0.519
2 C 0.81353 0.41164 1.05345  0.097
3 C -0.72178 0.29429 0.84529  0.191
4 S -1.90921 0.43649 1.84168  -0.387
5 N -1.07003 -0.12131 -0.45656  -0.215
6 O -0.03258 -0.44300 -1.32305  -0.042
7 C -0.26885 -0.70532 -2.59947  0.111
8 S -1.69798 -0.92577 -3.26864  -0.358
9 H 2.54496 0.59061 2.24601  0.230
10 H 0.67919 0.99816 3.12309  0.216
11 H 1.54591 -0.00754 0.14763  0.147
12 H -2.02730 -0.44452 -0.73963  0.258
13 H 0.75687 -0.76530 -3.12600  0.269

***

Which structure is the most stable? The one labeled model one.